(w)
C16H17IN2O4Ti | the ωB97M-V functional and the def2-TZVPD basis

XYZ file:
```
41
C16H17IN2O4Ti, DFT the ωB97M-V functional and the def2-TZVPD basis
Ti 0.28 0.53 0.24
O 1.39 -3.44 0.22
C 1.14 -2.16 -0.14
O 0.70 -1.33 0.78
C 1.28 -1.65 -1.40
C 1.76 -2.23 -2.63
C 1.93 -1.46 -3.72
C 1.69 -0.03 -3.63
C 1.20 0.47 -2.48
N 0.90 -0.30 -1.38
C 0.98 1.92 -2.16
O 1.11 2.85 -2.91
O 0.63 2.03 -0.86
H 1.06 -3.55 1.12
H 1.97 -3.29 -2.64
H 2.28 -1.88 -4.65
H 1.92 0.63 -4.45
I -0.39 3.92 1.72
C 0.35 2.41 2.94
C 0.56 2.70 4.28
C 1.06 1.71 5.11
C 1.34 0.46 4.57
C 1.09 0.25 3.23
N 0.61 1.21 2.41
H 0.33 3.68 4.66
H 1.24 1.91 6.15
H 1.73 -0.34 5.17
H 1.28 -0.70 2.76
C -2.37 -1.73 -0.86
C -2.67 -0.24 -0.76
C -2.53 0.44 -2.12
C -1.79 0.44 0.29
H -3.06 -2.22 -1.55
H -2.46 -2.22 0.11
H -1.35 -1.89 -1.23
H -3.72 -0.13 -0.44
H -1.53 0.28 -2.52
H -2.71 1.51 -2.05
H -3.24 0.02 -2.84
H -1.92 -0.05 1.27
H -2.08 1.49 0.41
```

Values from the calculation:
2S+1	1
orbital gap (alpha / beta)	5.7 / 5.9	eV
highest occupied orbital energy (alpha / beta)	-0.23432 / -0.23553	hartree

---

(x)
C16H17IN2O4Ti | the ωB97M-V functional and the def2-TZVPD basis

XYZ file:
```
41
C16H17IN2O4Ti, DFT the ωB97M-V functional and the def2-TZVPD basis
Ti 0.29 0.17 0.31
O 0.41 -1.06 -3.61
C 0.55 -0.35 -2.47
O 0.08 -0.86 -1.36
C 1.17 0.87 -2.36
C 1.86 1.68 -3.32
C 2.50 2.80 -2.91
C 2.53 3.14 -1.51
C 1.86 2.36 -0.64
N 1.11 1.29 -1.03
C 1.90 2.45 0.86
O 2.34 3.38 1.48
O 1.37 1.35 1.39
H -0.08 -1.86 -3.39
H 1.86 1.36 -4.35
H 3.02 3.42 -3.63
H 3.11 3.97 -1.14
I 3.26 -1.47 0.36
C 1.81 -2.18 1.67
C 2.10 -3.20 2.56
C 1.09 -3.68 3.38
C -0.17 -3.12 3.29
C -0.38 -2.10 2.38
N 0.59 -1.64 1.58
H 3.10 -3.62 2.60
H 1.29 -4.48 4.07
H -0.99 -3.47 3.90
H -1.34 -1.63 2.26
C -3.38 -0.58 0.64
C -2.89 0.77 0.12
C -2.87 0.77 -1.41
C -1.54 1.15 0.71
H -4.39 -0.81 0.29
H -3.39 -0.60 1.73
H -2.72 -1.38 0.28
H -3.62 1.53 0.42
H -2.23 -0.03 -1.78
H -2.49 1.71 -1.80
H -3.88 0.62 -1.82
H -1.57 1.14 1.82
H -1.28 2.18 0.43
```

Values from the calculation:
2S+1	1
orbital gap (alpha / beta)	5.1 / 5.1	eV
highest occupied orbital energy (alpha / beta)	-0.21622 / -0.21633	hartree

---

Which structure is the most stable? The one labeled (w).

---

(w)
C2HN2O2 | the ωB97M-V functional and the def2-TZVPD basis

XYZ file:
```
7
C2HN2O2, DFT the ωB97M-V functional and the def2-TZVPD basis
C 0.02 -0.05 -0.23
C 1.42 -0.41 -0.12
N 0.46 -1.33 -0.08
N -0.94 0.64 0.05
O -1.25 1.81 -0.06
O 2.53 -0.07 0.13
H -2.23 -0.59 0.30
```

Values from the calculation:
2S+1	1
orbital gap (alpha / beta)	7.6 / 7.5	eV
highest occupied orbital energy (alpha / beta)	-0.13026 / -0.12870	hartree
net charge	-1

---

(x)
C2HN2O2 | the ωB97M-V functional and the def2-TZVPD basis

XYZ file:
```
7
C2HN2O2, DFT the ωB97M-V functional and the def2-TZVPD basis
C 0.85 -0.99 -1.64
C -0.32 -0.68 -1.07
N 1.89 -1.21 -2.09
N -1.62 -0.85 -1.17
O -2.45 -0.37 -0.39
O -1.95 -1.55 -2.17
H 0.22 0.36 0.62
```

Values from the calculation:
2S+1	1
orbital gap (alpha / beta)	7.5 / 7.5	eV
highest occupied orbital energy (alpha / beta)	-0.15826 / -0.15665	hartree
net charge	-1

---

Which structure is the most stable? The one labeled (w).

---

(w)
C5H6N4 | the ωB97M-V functional and the def2-TZVPD basis

XYZ file:
```
15
C5H6N4, DFT the ωB97M-V functional and the def2-TZVPD basis
C -0.14 -0.68 -2.32
C 0.19 -0.58 -0.94
C 0.34 -0.10 1.22
C 0.02 0.91 1.96
C -0.49 0.00 0.10
H 1.08 -0.78 -3.06
H -0.88 -2.02 -2.65
H -1.05 0.45 -2.54
H 2.07 -1.33 1.61
H 0.56 1.53 2.79
H -1.51 2.46 1.64
N 1.23 -1.36 -0.34
N 1.21 -1.01 1.00
N -1.17 1.55 1.39
N -1.46 0.96 0.15
```

Values from the calculation:
2S+1	1
orbital gap	8.2	eV
highest occupied orbital energy	-0.29224	hartree

---

(x)
C5H6N4 | the ωB97M-V functional and the def2-TZVPD basis

XYZ file:
```
15
C5H6N4, DFT the ωB97M-V functional and the def2-TZVPD basis
C 0.77 1.83 -0.99
C -0.56 -1.18 1.59
C -1.39 -0.27 1.00
C 1.44 -0.37 0.77
C 0.15 0.60 -0.74
N 1.38 2.75 -1.27
N 0.80 -1.17 1.49
N -1.06 0.58 -0.05
N 0.11 -0.28 -1.88
H -0.98 -1.90 2.33
H -2.51 -0.21 1.29
H 2.60 -0.41 0.88
H -1.67 1.23 -0.32
H 0.16 -1.26 -1.53
H 0.76 0.05 -2.56
```

Values from the calculation:
2S+1	1
orbital gap	8.5	eV
highest occupied orbital energy	-0.30817	hartree

---

Which structure is the most stable? The one labeled (x).

---

(w)
C2H3F2P | the ωB97M-V functional and the def2-TZVPD basis

XYZ file:
```
8
C2H3F2P, DFT the ωB97M-V functional and the def2-TZVPD basis
C -1.12 -0.32 -0.84
C -0.04 -0.42 -0.06
F 2.31 -0.14 1.00
F 0.66 1.82 1.36
P 1.45 0.61 -0.13
H -2.05 -0.98 -0.69
H -1.30 0.58 -1.38
H 0.08 -1.14 0.75
```

Values from the calculation:
2S+1	1
orbital gap	9.9	eV
highest occupied orbital energy	-0.40130	hartree

---

(x)
C2H3F2P | the ωB97M-V functional and the def2-TZVPD basis

XYZ file:
```
8
C2H3F2P, DFT the ωB97M-V functional and the def2-TZVPD basis
C 0.49 -0.64 1.62
C 1.48 -1.38 1.64
F -1.05 -0.30 -1.01
F 0.16 1.52 -1.88
P -1.28 0.83 -2.12
H -1.86 1.81 -1.16
H -0.36 -0.07 1.46
H 2.41 -1.77 1.46
```

Values from the calculation:
2S+1	1
orbital gap	11.0	eV
highest occupied orbital energy	-0.38239	hartree
structure (SMILES)	C#C.FPF

---

Which structure is the most stable? The one labeled (w).

---

(w)
C36H97N3O11 | the ωB97M-V functional and the def2-TZVPD basis

XYZ file:
```
147
C36H97N3O11, DFT the ωB97M-V functional and the def2-TZVPD basis
C 10.93 11.49 11.45
C 11.38 10.03 11.77
C 12.89 9.87 11.69
O 13.51 10.34 10.51
C 13.15 9.56 9.42
N 11.06 9.51 13.10
H 9.85 11.51 11.22
H 11.39 11.90 10.57
H 11.13 12.16 12.26
H 10.86 9.34 10.99
H 13.06 8.76 11.69
H 13.47 10.34 12.48
H 12.13 9.86 9.08
H 13.10 8.51 9.61
H 13.85 9.81 8.61
H 11.10 10.19 13.82
H 10.31 8.83 13.23
C 12.72 14.79 10.99
C 13.16 15.10 12.44
C 12.38 14.31 13.47
O 11.00 14.34 13.20
C 10.22 13.73 14.20
N 14.53 14.80 12.76
H 12.76 13.75 10.74
H 13.43 15.39 10.37
H 11.66 15.06 10.88
H 12.92 16.15 12.62
H 12.61 14.61 14.48
H 12.68 13.28 13.36
H 9.33 13.51 13.63
H 9.95 14.48 14.98
H 10.72 12.85 14.69
H 15.25 15.32 12.27
H 14.73 13.80 12.60
C 21.06 13.85 14.29
C 22.19 12.83 14.75
C 23.12 13.64 15.66
O 24.21 12.84 16.06
C 25.19 13.45 16.91
N 21.53 11.70 15.33
H 21.38 14.65 13.59
H 20.65 14.40 15.15
H 20.25 13.28 13.83
H 22.72 12.46 13.88
H 22.50 14.00 16.49
H 23.42 14.56 15.18
H 24.79 13.66 17.90
H 25.62 14.37 16.50
H 25.99 12.72 17.04
H 22.22 11.03 15.61
H 21.05 12.01 16.18
C 19.31 15.23 10.74
C 17.99 14.95 11.50
C 18.10 15.55 12.87
O 16.92 15.56 10.82
H 19.64 16.27 10.94
H 19.20 15.05 9.65
H 20.08 14.60 11.19
H 17.75 13.88 11.41
H 18.90 15.02 13.41
H 17.19 15.55 13.43
H 18.39 16.62 12.73
H 17.01 15.32 9.92
C 20.12 10.22 11.53
C 20.90 10.46 10.25
C 21.85 9.30 9.94
O 19.92 10.53 9.17
H 20.69 10.34 12.44
H 19.67 9.22 11.36
H 19.28 10.91 11.62
H 21.39 11.45 10.24
H 22.56 8.90 10.71
H 22.41 9.60 9.02
H 21.28 8.37 9.72
H 20.32 10.17 8.37
C 14.51 13.12 8.08
C 15.73 13.12 8.95
C 16.46 11.77 8.96
O 16.70 14.05 8.51
H 13.93 14.05 8.17
H 13.85 12.28 8.35
H 14.76 13.07 7.04
H 15.40 13.52 9.89
H 16.66 11.46 7.93
H 15.88 10.99 9.45
H 17.41 11.90 9.44
H 17.08 13.69 7.71
C 13.05 10.46 16.97
C 13.28 11.97 16.91
C 12.75 12.65 18.13
O 14.66 12.20 16.61
H 13.37 9.94 16.07
H 12.01 10.20 17.06
H 13.56 10.06 17.81
H 12.68 12.40 16.04
H 12.98 12.16 19.10
H 11.68 12.80 18.08
H 13.16 13.67 18.28
H 14.80 13.15 16.59
C 18.51 11.32 16.74
C 18.52 12.55 17.64
C 18.31 12.12 19.04
O 19.77 13.14 17.48
H 17.50 10.91 16.87
H 19.17 10.54 17.15
H 18.83 11.56 15.74
H 17.84 13.33 17.29
H 18.34 12.93 19.70
H 19.04 11.35 19.42
H 17.33 11.63 19.22
H 19.81 13.80 18.23
C 16.96 11.96 13.55
C 16.47 11.25 12.32
C 16.17 9.75 12.57
O 15.31 11.95 11.92
H 16.12 12.04 14.25
H 17.30 12.92 13.22
H 17.80 11.43 13.97
H 17.26 11.32 11.56
H 15.47 9.39 11.76
H 15.69 9.66 13.54
H 17.02 9.08 12.58
H 15.04 11.55 11.12
C 17.80 8.15 7.27
C 16.90 8.38 8.47
C 16.08 7.13 8.74
O 17.56 8.79 9.62
H 17.20 7.59 6.54
H 18.62 7.51 7.59
H 18.15 9.10 6.81
H 16.10 9.12 8.11
H 15.56 6.84 7.80
H 15.38 7.18 9.53
H 16.75 6.28 8.94
H 18.21 9.47 9.45
C 15.88 16.96 15.86
C 16.07 15.55 16.39
C 16.03 15.62 17.93
O 14.99 14.81 16.01
H 15.87 17.04 14.80
H 16.77 17.56 16.21
H 14.98 17.41 16.28
H 17.03 15.12 16.03
H 16.83 16.36 18.20
H 16.35 14.67 18.34
H 15.07 15.91 18.31
H 14.68 15.03 15.13
```

Values from the calculation:
2S+1	1
orbital gap	9.3	eV
highest occupied orbital energy	-0.32150	hartree
structure (SMILES)	COC[C@H](C)N.COC[C@H](C)N.COC[C@H](C)N.CC(C)O.CC(C)O.CC(C)O.CC(C)O.CC(C)O.CC(C)O.CC(C)O.CC(C)O

---

(x)
C36H97N3O11 | the ωB97M-V functional and the def2-TZVPD basis

XYZ file:
```
147
C36H97N3O11, DFT the ωB97M-V functional and the def2-TZVPD basis
C -1.67 2.32 2.88
C -2.69 1.24 3.35
C -3.52 0.69 2.21
O -1.93 0.11 3.85
H -2.15 3.10 2.29
H -0.86 1.87 2.30
H -1.10 2.68 3.74
H -3.39 1.58 4.12
H -4.06 -0.20 2.51
H -2.87 0.45 1.37
H -4.25 1.43 1.89
H -2.49 -0.40 4.43
C 2.36 0.91 3.72
C 2.74 0.64 2.23
C 4.10 1.27 1.87
O 2.81 -0.78 2.07
H 2.70 1.84 4.19
H 2.83 0.11 4.29
H 1.30 0.70 3.88
H 1.93 1.11 1.66
H 4.97 0.71 2.22
H 4.17 2.22 2.40
H 4.16 1.29 0.79
H 1.91 -1.06 2.28
C -1.16 1.44 -1.36
C -0.28 0.50 -0.57
C -0.63 -0.98 -0.60
O 1.00 0.64 -1.22
H -1.01 2.47 -1.03
H -2.18 1.17 -1.07
H -1.07 1.41 -2.44
H -0.10 0.88 0.43
H -1.66 -1.12 -0.29
H -0.02 -1.55 0.11
H -0.54 -1.46 -1.57
H 1.59 -0.09 -1.06
C 4.93 -1.97 -1.55
C 3.92 -0.83 -1.67
C 3.42 -0.57 -3.07
O 2.89 -1.21 -0.80
H 4.57 -2.94 -1.89
H 5.42 -2.02 -0.58
H 5.79 -1.75 -2.19
H 4.22 0.13 -1.25
H 4.27 -0.65 -3.75
H 2.93 0.39 -3.24
H 2.71 -1.37 -3.26
H 3.20 -1.40 0.09
C 0.81 -3.85 2.91
C 0.20 -2.70 3.72
C 0.83 -2.44 5.05
O 0.21 -1.55 2.91
H 0.77 -4.79 3.46
H 1.84 -3.66 2.64
H 0.28 -4.02 1.97
H -0.82 -3.08 3.85
H 0.76 -3.32 5.69
H 0.35 -1.62 5.57
H 1.90 -2.24 4.95
H -0.54 -1.01 3.17
C -5.16 0.78 -2.93
C -5.44 -0.38 -1.91
C -4.62 -1.63 -2.22
O -5.10 0.04 -0.62
H -4.14 1.13 -2.78
H -5.83 1.62 -2.75
H -5.24 0.41 -3.95
H -6.50 -0.65 -1.86
H -3.56 -1.39 -2.30
H -4.86 -2.20 -3.12
H -4.63 -2.26 -1.32
H -5.21 -0.75 -0.07
C -4.33 4.65 -2.22
C -3.83 4.35 -0.79
C -2.57 5.16 -0.48
O -4.95 4.68 0.00
H -3.64 4.19 -2.93
H -4.54 5.70 -2.41
H -5.26 4.11 -2.40
H -3.71 3.27 -0.69
H -2.82 6.22 -0.62
H -1.74 4.86 -1.12
H -2.30 5.02 0.56
H -5.55 3.94 -0.01
C 0.59 2.81 -4.48
C 1.07 3.83 -5.54
C 1.59 3.04 -6.69
O -0.13 4.48 -5.80
H -0.08 2.05 -4.89
H 0.04 3.19 -3.63
H 1.46 2.28 -4.09
H 1.76 4.53 -5.06
H 0.83 2.32 -6.99
H 2.44 2.41 -6.41
H 1.86 3.69 -7.51
H -0.24 5.19 -5.16
C 4.91 -7.28 -0.62
C 5.22 -5.85 -0.19
C 3.97 -5.15 0.37
O 2.91 -5.09 -0.63
C 1.97 -4.05 -0.42
N 6.30 -5.80 0.77
H 4.36 -7.36 -1.55
H 4.32 -7.84 0.11
H 5.84 -7.74 -0.93
H 5.60 -5.29 -1.04
H 4.24 -4.15 0.71
H 3.62 -5.51 1.34
H 1.86 -3.51 -1.36
H 2.30 -3.37 0.36
H 1.03 -4.53 -0.15
H 6.62 -4.89 1.06
H 5.91 -6.28 1.57
C 2.75 3.95 -1.48
C 2.22 4.90 -0.37
C 3.35 5.81 0.19
O 4.54 5.26 0.58
C 5.62 6.08 0.95
N 1.22 5.73 -0.92
H 3.53 3.31 -1.07
H 3.11 4.51 -2.34
H 1.94 3.31 -1.82
H 1.77 4.31 0.42
H 2.96 6.47 0.96
H 3.67 6.42 -0.66
H 5.93 6.58 0.04
H 6.47 5.44 1.18
H 5.36 6.87 1.65
H 0.91 6.34 -0.18
H 0.43 5.12 -1.06
C -3.33 -2.62 2.16
C -4.60 -3.28 1.59
C -5.28 -4.27 2.57
O -6.45 -4.71 1.95
C -6.31 -5.90 1.22
N -5.58 -2.24 1.30
H -2.51 -3.34 2.20
H -3.45 -2.35 3.21
H -3.03 -1.81 1.50
H -4.46 -3.68 0.59
H -5.56 -3.68 3.44
H -4.61 -5.08 2.85
H -6.07 -6.69 1.92
H -5.53 -5.69 0.49
H -7.22 -6.21 0.71
H -5.76 -1.77 2.18
H -6.44 -2.78 1.23
```

Values from the calculation:
2S+1	1
orbital gap	9.4	eV
highest occupied orbital energy	-0.33927	hartree
structure (SMILES)	COC[C@H](C)N.COC[C@H](C)N.COC[C@H](C)N.CC(C)O.CC(C)O.CC(C)O.CC(C)O.CC(C)O.CC(C)O.CC(C)O.CC(C)O

---

Which structure is the most stable? The one labeled (w).

---

(w)
C3H13N2O2S | the ωB97M-V functional and the def2-TZVPD basis

XYZ file:
```
21
C3H13N2O2S, DFT the ωB97M-V functional and the def2-TZVPD basis
N -0.81 -0.17 0.52
C 0.40 -0.15 -0.33
C 0.73 -1.53 -0.94
S -0.54 -2.85 -0.74
C 1.58 0.49 0.47
N 2.81 0.24 -0.31
H -1.31 -1.02 0.24
H -0.54 -0.39 1.48
H 0.14 0.63 -1.07
H 0.85 -1.39 -2.02
H 1.68 -1.91 -0.58
H 1.52 1.57 0.63
H 1.64 -0.10 1.38
H 3.65 0.61 0.10
H 2.67 0.49 -1.27
H -1.28 3.48 1.05
H -0.08 2.62 1.38
O -0.42 3.51 1.49
H -3.52 1.46 0.46
H -2.19 2.04 0.42
O -3.10 2.31 0.26
```

Values from the calculation:
2S+1	1
orbital gap	6.2	eV
highest occupied orbital energy	-0.10012	hartree
net charge	-1

---

(x)
C3H13N2O2S | the ωB97M-V functional and the def2-TZVPD basis

XYZ file:
```
21
C3H13N2O2S, DFT the ωB97M-V functional and the def2-TZVPD basis
C 0.59 -0.44 -0.41
C -0.52 -0.50 -1.44
S -0.94 1.23 -1.87
N 0.43 -1.50 0.65
C 1.77 -1.92 1.18
N 2.39 -0.82 1.89
H 0.57 0.50 0.16
H 1.55 -0.58 -0.96
H -0.20 -1.00 -2.37
H -1.41 -1.01 -1.07
H -0.01 -2.28 0.17
H 1.66 -2.75 1.87
H 2.42 -2.16 0.33
H 1.83 -0.55 2.68
H 2.52 -0.04 1.26
H -3.19 0.96 -0.53
H -2.38 -0.05 0.28
O -3.27 0.12 -0.05
H 0.66 2.49 0.64
H 0.29 1.40 1.58
O 0.75 2.27 1.60
```

Values from the calculation:
2S+1	1
orbital gap	6.7	eV
highest occupied orbital energy	-0.11335	hartree
net charge	-1

---

Which structure is the most stable? The one labeled (x).